The following is a quantum chemistry calculation of an isolated molecule of C11H17N, from the Open Molecules 2025 dataset.

Atoms and positions in Å:
C: -2.33207 -0.07711 -0.31483
C: -1.21065 -0.82499 0.26462
C: -0.55930 1.50914 0.31062
C: -3.49911 -0.60690 -0.69525
C: -1.14890 -1.90798 0.91027
C: 0.00309 2.60642 0.77757
C: -1.95773 1.37990 -0.07113
C: 2.06109 -0.89373 1.14304
C: 1.30944 -1.25134 -1.21390
C: 2.27698 0.89108 -0.72846
C: 1.38423 -0.23345 -0.12789
N: 0.10395 0.25560 0.26135
H: -4.17631 0.08589 -0.99498
H: -3.76244 -1.75498 -0.59370
H: -0.25993 -2.20295 1.44114
H: -2.02902 -2.54839 0.89449
H: 0.96375 2.53030 1.12031
H: -0.32782 3.64287 0.73836
H: -2.30682 1.92456 -1.06968
H: -2.67050 1.60476 0.66550
H: 1.70226 -0.28374 2.03025
H: 1.88239 -1.92046 1.25373
H: 3.12258 -0.68661 1.05555
H: 0.57853 -2.14411 -1.04458
H: 2.29073 -1.77042 -1.35207
H: 1.02010 -0.77492 -2.18327
H: 3.25382 0.43064 -0.96977
H: 1.70877 1.39071 -1.51741
H: 2.57886 1.63021 0.01012

Forces on atoms 1 to 2 (eV/Å):
C 4.825 -1.194 1.692
C -0.102 8.728 -4.644

The expectation value of S² is 2.04. Its spin multiplicity is 3. The LUMO energy (alpha / beta) is 0.6 / -2.4 eV. The total energy comes out at -483.80597 Eh.